No. 1
ORCA calculation (wB97M-V/def2-TZVPD) on a molecular structure, C25H41Cl3GdO2P2.

orbital gap (spin up / spin down) = 6.53 / 4.60 eV
calculated total energy = -107654.17852 eV
total charge = +1
molecular weight = 699.2 g/mol
LUMO level (spin up / spin down) = -2.37 / -3.14 eV
highest occupied orbital energy (spin up / spin down) = -8.90 / -7.74 eV
spin multiplicity = 8
energy above the lowest of the compared OMol25 structures with the same formula, charge and spin = 0.000 eV

```
74
Properties=species:S:1:pos:R:3:forces:R:3
Gd 0.113154 0.585980 -0.250999 0.6 0.0 7.3
C -0.759298 -2.204332 2.474680 0.5 0.8 0.7
C 0.507624 -2.338884 1.830469 -1.3 0.6 0.1
C 0.772271 -1.007296 3.688160 1.9 -0.6 -1.8
C -0.600527 -1.347080 3.594935 -0.4 -1.6 -1.7
C 1.454879 -1.593236 2.591775 -0.6 1.5 1.8
C -2.023265 -2.879334 2.114520 -0.6 -0.2 0.1
H -1.911264 -3.496638 1.217137 -0.1 0.0 0.1
H -2.826219 -2.144710 1.947660 0.0 -0.2 0.0
H -2.363774 -3.540706 2.928055 0.0 0.1 -0.3
C -1.664159 -0.910511 4.506380 -0.5 0.1 0.4
H -2.611189 -1.404100 4.263326 0.1 0.1 0.2
H -1.812910 0.177323 4.439181 0.0 -0.3 0.0
H -1.404398 -1.146058 5.548361 -0.1 0.1 -0.1
C 1.381845 -0.214018 4.772303 0.2 0.3 0.4
H 1.073347 -0.603020 5.753181 0.1 0.1 -0.1
H 1.063481 0.836085 4.724698 0.2 -0.2 0.1
H 2.474936 -0.251970 4.718100 -0.2 0.1 0.1
C 2.908341 -1.517438 2.334929 0.7 -0.1 0.1
H 3.448542 -2.337504 2.836027 0.0 0.2 -0.2
H 3.321848 -0.574254 2.712692 0.0 -0.2 -0.2
H 3.138485 -1.575987 1.264980 0.0 0.0 0.1
C 0.822683 -3.159618 0.638121 0.2 -0.6 -0.4
H 1.361565 -4.083635 0.928688 -0.2 0.3 -0.2
H 1.474818 -2.619603 -0.075078 -0.2 -0.3 0.3
H -0.092381 -3.462346 0.103984 0.3 0.0 0.1
C -1.563575 1.630812 -2.690545 -1.5 0.8 -1.2
C -2.123699 0.324168 -3.312629 -1.2 0.0 -1.2
C -1.168340 -0.560858 -4.109139 -0.1 -0.4 -0.8
C 0.341170 -0.584466 -3.761655 0.6 -0.2 0.2
C 0.670235 -0.433126 -2.245184 0.1 -0.9 -2.3
C 1.622473 0.828139 -2.003028 2.5 0.0 -1.9
C 1.056299 2.205570 -2.449083 0.3 0.5 -0.3
C -0.252277 2.227582 -3.277398 0.1 0.7 0.0
H -1.251259 -0.174418 -5.141087 0.1 -0.4 0.3
H 0.899730 0.177314 -4.309193 -0.3 -0.1 0.1
H -1.547915 -1.596789 -4.125380 0.1 0.3 -0.1
H -0.087585 1.887218 -4.314383 -0.2 0.0 0.5
H -2.312019 2.405520 -2.971356 0.4 -0.3 0.1
H -3.057581 0.500420 -3.884054 0.9 0.3 -0.8
H -0.483839 3.298422 -3.401174 0.3 -0.3 0.1
H 0.928329 2.921620 -1.600563 0.0 -0.7 -0.3
H 2.500994 0.583512 -2.628103 -0.9 0.0 -0.7
H 1.862267 2.678558 -3.058365 -0.7 -0.3 0.3
H 0.771225 -1.521352 -4.120281 -0.2 -0.1 0.0
H 1.174474 -1.322208 -1.828296 -0.2 0.2 -0.2
P -2.935499 -0.127751 -1.753824 3.4 1.6 1.9
C -4.589660 0.249584 -1.225139 -0.8 -0.9 -0.4
C -2.503037 -1.770567 -1.203256 -0.5 -1.1 0.3
P 3.067557 1.020204 -0.557669 -1.1 -0.6 1.2
C -1.811253 1.218386 -1.244094 -2.6 0.1 -0.3
C 4.416496 -0.074747 -1.141807 -0.1 0.1 -0.6
C 3.687290 2.715392 -0.841325 -0.2 0.4 -0.3
H -4.525783 0.616729 -0.191272 0.1 -0.1 -0.3
H -5.162346 -0.689444 -1.237315 -0.2 0.4 0.0
H -5.066918 0.988305 -1.866956 0.0 0.1 0.1
H -1.508289 -2.123614 -1.537559 -0.5 0.4 0.1
H -3.250550 -2.469642 -1.633968 0.3 0.2 0.3
H -2.556003 -1.844156 -0.100769 0.0 0.0 -0.5
H 3.476941 3.091163 -1.851595 0.3 0.0 0.3
H 4.770359 2.737654 -0.667825 -0.2 -0.1 -0.1
H 3.215701 3.379618 -0.100736 0.1 -0.2 -0.3
H -2.310502 1.976404 -0.612739 0.5 -0.3 0.0
H -0.404764 -0.475860 -1.859369 1.5 0.1 -0.8
H 5.266370 0.030131 -0.441774 -0.5 0.0 -0.3
H 4.739313 0.182953 -2.162636 0.1 -0.2 0.3
H 4.072345 -1.117088 -1.110514 0.1 0.2 0.0
Cl 0.028906 4.729918 2.641187 -0.3 -0.1 0.2
C -0.957233 3.276150 2.799588 0.4 -0.4 -0.2
Cl -0.899342 2.629320 4.467777 -0.1 0.5 -0.5
Cl -2.643258 3.587330 2.311317 0.3 0.1 0.1
C -0.405493 2.159994 1.856397 0.1 -1.5 -1.3
O 0.653724 2.361508 1.149846 -1.5 0.4 1.5
O -1.092650 1.079384 1.740672 1.0 2.1 0.7
```
Forces are in eV/Å.

These are the Löwdin partial charges, in e, on atoms 1 to 6:
1. Gd 1.37
2. C -0.24
3. C -0.22
4. C -0.21
5. C -0.21
6. C -0.23


No. 2
ORCA calculation (wB97M-V/def2-TZVPD) on a molecular structure, C25H41F5P2Re.

orbital gap (spin up / spin down) = 7.98 / 5.23 eV
calculated total energy = -60868.54917 eV
total charge = +2
molecular weight = 684.7 g/mol
LUMO level (spin up / spin down) = -5.98 / -8.73 eV
highest occupied orbital energy (spin up / spin down) = -13.96 / -13.96 eV
spin multiplicity = 4
energy above the lowest of the compared OMol25 structures with the same formula, charge and spin = 0.115 eV

```
74
Properties=species:S:1:pos:R:3:forces:R:3
Re 0.047015 -0.299568 1.968617 -0.5 8.9 -6.3
C -0.870736 -1.969014 2.821250 -0.2 -1.9 1.0
C 0.458673 -2.316758 2.386892 0.5 -1.9 1.1
C 0.633997 -0.630025 3.983339 0.2 -1.3 1.8
C -0.753891 -0.953079 3.820233 -0.2 -1.2 2.1
C 1.391531 -1.470873 3.102047 0.3 -1.4 0.9
C -2.150576 -2.641431 2.435594 -0.3 0.2 -0.2
H -2.091142 -3.056863 1.432132 0.0 0.0 0.0
H -2.967687 -1.918571 2.471874 0.0 -0.1 -0.1
H -2.420235 -3.458874 3.113277 0.3 0.1 0.0
C -1.838171 -0.549386 4.761987 -0.3 0.5 -0.1
H -2.830683 -0.700119 4.325273 0.2 0.0 0.2
H -1.746458 0.497356 5.045849 -0.1 -0.2 0.1
H -1.757010 -1.144457 5.684998 0.0 0.0 -0.3
C 1.208393 0.200052 5.076736 -0.2 0.6 0.1
H 1.270011 -0.410405 5.991435 0.0 0.1 -0.3
H 0.565316 1.060552 5.294937 0.3 -0.2 0.0
H 2.204602 0.565537 4.825527 -0.1 0.0 0.1
C 2.880301 -1.543753 3.067350 0.3 0.2 -0.2
H 3.262242 -2.212345 3.850796 -0.2 0.1 -0.2
H 3.304964 -0.553708 3.256352 0.1 -0.2 -0.1
H 3.248747 -1.910603 2.106164 0.0 0.0 0.1
C 0.829794 -3.436196 1.464829 -0.1 0.0 -0.6
H 1.031233 -4.383383 1.984445 -0.1 0.4 0.2
H 1.739720 -3.200913 0.904223 -0.1 0.0 0.0
H 0.022107 -3.648979 0.751010 0.2 0.1 0.1
C -1.620524 1.123482 -4.163422 -0.5 0.1 0.0
C -1.698175 -0.206689 -4.263286 -0.9 0.2 -0.3
C -0.964160 -1.082072 -5.240644 0.2 -0.1 0.0
C 0.466023 -0.611653 -5.604231 -0.1 -0.3 -0.6
C 1.281916 -0.150156 -4.430153 0.4 0.3 0.2
C 1.335165 1.104700 -3.954737 0.7 -0.5 -0.5
C 0.616297 2.302968 -4.511703 -0.2 0.2 0.0
C -0.803610 2.014122 -5.059050 0.2 0.3 -0.2
H -1.573578 -1.148295 -6.158460 0.2 -0.1 0.2
H 0.412336 0.174676 -6.373481 0.2 -0.4 0.3
H -0.906337 -2.109608 -4.845623 -0.1 0.3 0.0
H -0.731035 1.575537 -6.066452 -0.2 0.3 0.5
H -2.285941 1.660284 -3.467177 0.2 -0.4 -0.2
H -2.531239 -0.713513 -3.755907 0.4 0.2 0.1
H -1.326082 2.982319 -5.172267 0.2 -0.5 0.0
H 0.538181 3.080091 -3.732810 0.1 -0.2 -0.2
H 2.090925 1.343386 -3.193912 -0.2 -0.2 -0.1
H 1.236957 2.737444 -5.314770 -0.2 0.0 0.3
H 0.984074 -1.470123 -6.071682 -0.2 0.4 0.2
H 1.947372 -0.919662 -4.012616 -0.3 0.4 0.1
P -1.229623 0.178842 -0.207244 0.5 -0.6 0.6
C -2.790962 1.058311 -0.128133 -0.4 0.4 0.1
C -1.437550 -1.363345 -1.137194 -0.1 -0.2 -0.2
P 1.586956 0.687901 0.066253 -0.5 -0.8 0.5
C 0.135742 1.142859 -0.986250 -0.1 0.1 0.2
C 2.507495 -0.628223 -0.788390 0.1 -0.1 -0.1
C 2.722238 2.060266 0.337695 0.1 0.5 0.2
H -2.765792 1.731574 0.738246 0.0 -0.1 -0.3
H -3.611660 0.344991 0.027792 0.3 0.1 -0.1
H -3.003581 1.642306 -1.032705 0.1 -0.2 0.1
H -1.503985 -1.169737 -2.212857 0.0 0.1 0.3
H -2.363516 -1.862135 -0.816755 0.3 0.1 0.0
H -0.591117 -2.040927 -0.966525 -0.2 0.2 0.0
H 2.951039 2.609290 -0.583979 -0.1 -0.2 0.1
H 3.666080 1.684323 0.755384 -0.3 0.0 -0.1
H 2.279653 2.747119 1.072136 0.2 -0.1 -0.3
H -0.062422 2.216783 -0.885880 0.0 -0.2 0.0
H 0.272824 0.884103 -2.040352 0.0 0.0 0.0
H 3.472568 -0.772387 -0.278266 -0.3 0.0 -0.1
H 2.694846 -0.388962 -1.845124 -0.1 0.0 0.3
H 1.942350 -1.568038 -0.735969 0.1 0.2 -0.1
F -0.381495 2.928254 1.260355 0.2 -0.5 0.6
C -0.212626 2.208602 2.441076 0.2 -1.4 -0.4
F 0.992034 2.602544 2.976902 -0.7 -0.1 -0.3
C -1.332514 2.734668 3.374112 -0.8 1.2 1.0
F -1.506470 4.074445 3.272850 0.3 -1.3 -0.2
F -2.544205 2.161539 3.104986 1.2 0.1 0.1
F -1.026912 2.493574 4.683083 -0.2 0.0 -1.2
```
Forces are in eV/Å.

These are the Löwdin partial charges, in e, on atoms 1 to 6:
1. Re 1.48
2. C -0.35
3. C -0.33
4. C -0.33
5. C -0.33
6. C -0.33


No. 3
ORCA calculation (wB97M-V/def2-TZVPD) on a molecular structure, C25H41N3P2Ti.

orbital gap (spin up / spin down) = 5.83 / 5.75 eV
calculated total energy = -72739.44468 eV
total charge = +1
molecular weight = 493.4 g/mol
LUMO level (spin up / spin down) = -4.18 / -4.23 eV
highest occupied orbital energy (spin up / spin down) = -10.01 / -9.98 eV
spin multiplicity = 2

```
72
Properties=species:S:1:pos:R:3:forces:R:3
Ti 0.410860 0.375123 -2.393809 1.0 -0.6 4.5
C -0.950847 -1.419121 -0.147088 0.4 0.7 0.4
C 0.307114 -1.540403 -0.864318 -0.3 1.1 0.2
C 0.548899 -0.050585 0.918023 0.2 -0.6 -0.8
C -0.803113 -0.440590 0.855120 0.3 -0.4 -0.3
C 1.260159 -0.712788 -0.121169 -0.7 -0.2 -0.6
C -2.134515 -2.311384 -0.152386 -1.1 -0.2 0.4
H -2.033014 -3.157708 -0.845797 -0.1 0.3 0.3
H -3.062677 -1.728728 -0.429330 1.1 -1.0 0.7
H -2.301086 -2.728092 0.873325 0.3 0.2 -0.7
C -1.843982 -0.077150 1.848141 -0.5 0.3 0.3
H -2.826936 0.015943 1.384358 0.0 -0.1 0.0
H -1.645510 0.874972 2.350113 0.1 -0.1 -0.1
H -1.942888 -0.836100 2.635466 0.1 0.0 -0.1
C 1.184032 0.704121 2.022200 0.0 0.5 0.0
H 1.583005 0.023313 2.784269 0.0 0.0 -0.1
H 0.468260 1.358122 2.517389 0.0 0.1 0.1
H 2.009660 1.319867 1.654379 0.0 -0.1 0.1
C 2.702828 -1.046521 0.005025 0.9 0.1 0.3
H 2.901270 -1.489197 1.004125 -0.1 0.2 -0.5
H 3.323069 -0.140569 -0.067727 0.0 -0.3 0.1
H 3.076864 -1.771015 -0.735189 -0.3 0.3 0.1
C 0.715041 -2.781110 -1.571148 0.4 -0.8 -0.3
H 1.276937 -3.442838 -0.889178 -0.2 0.1 -0.2
H 1.374826 -2.577087 -2.424581 0.0 -0.2 0.2
H -0.134378 -3.362445 -1.958175 0.2 0.3 0.1
C -1.339821 2.051144 -4.129055 -0.8 0.9 -0.7
C -1.852227 0.705644 -4.325782 -0.9 -1.9 -1.0
C -1.266634 -0.078139 -5.537311 -0.2 0.2 -0.2
C 0.212894 -0.417633 -5.460615 1.1 -0.7 -0.2
C 0.967398 -0.211514 -4.180267 -0.4 -0.1 1.0
C 1.785162 1.092098 -4.094797 1.3 -1.0 -1.4
C 1.187550 2.331408 -4.792039 0.6 0.2 -0.4
C -0.304808 2.612135 -5.010563 -0.3 1.3 0.0
H -1.402109 0.517411 -6.464610 -0.2 -0.3 0.6
H 0.813112 0.179399 -6.141016 -0.3 -0.1 -0.8
H -1.836727 -1.012121 -5.700694 0.1 0.6 0.2
H -0.524119 2.489716 -6.085017 -0.2 -0.4 0.3
H -2.128291 2.754773 -3.797698 0.8 -0.3 0.3
H -2.942548 0.689810 -4.582601 0.8 0.6 0.3
H -0.446793 3.688435 -4.871064 0.5 0.0 -0.2
H 1.571676 3.177333 -4.246211 0.0 0.3 -0.2
H 2.661965 0.784397 -4.688613 -0.3 0.3 -0.3
H 1.599512 2.373500 -5.809983 0.3 0.1 0.4
H 0.363942 -1.472968 -5.724488 -0.1 0.3 -0.2
H 1.537047 -1.109723 -3.846919 0.1 0.5 -0.2
P -3.287968 -0.836779 -2.475268 0.7 -0.6 1.1
C -4.498658 0.518573 -2.795051 -1.2 -0.1 -1.4
C -2.754211 -2.371588 -3.484746 -1.1 -0.2 -0.6
P 2.951901 1.223203 -2.565620 -2.7 -1.6 0.7
C -1.721489 -0.040379 -2.969271 -0.6 0.3 -0.5
C 4.332110 0.029265 -2.766242 1.0 0.2 -0.2
C 3.197405 2.971824 -2.505606 1.0 0.8 0.6
H -4.114875 1.497126 -2.446420 0.3 -0.7 0.0
H -5.414926 0.319405 -2.200608 0.7 -0.1 -0.3
H -4.822539 0.647859 -3.840510 0.0 0.1 0.3
H -1.861148 -2.250983 -4.111876 -0.5 0.2 0.1
H -3.554647 -2.768953 -4.107917 0.0 -0.2 0.0
H -2.480439 -3.142983 -2.746097 -0.4 0.5 -0.1
H 2.912031 3.567833 -3.351394 0.1 -0.1 -0.6
H 4.246290 3.184526 -2.333294 0.2 0.2 0.4
H 2.569732 3.315443 -1.685495 0.3 0.1 0.2
H -1.509563 0.686867 -2.150482 -0.3 -0.2 -0.1
H -0.985088 -0.884136 -3.053683 -0.6 0.4 0.3
H 4.674150 -0.162633 -1.723812 -0.1 0.2 -0.8
H 5.200627 0.385801 -3.357210 -0.5 -0.2 0.2
H 4.008463 -0.963892 -3.160404 -0.1 0.9 0.2
N -0.042520 2.067844 -1.340823 -0.1 0.3 0.0
C -0.483212 2.766036 -0.481287 0.2 0.6 -0.5
N -0.968159 3.679747 0.231796 0.2 -0.6 -0.5
C -0.968680 3.766685 1.550806 -0.1 0.1 2.5
N -1.003747 3.901155 2.717419 0.1 -0.3 -2.4
```
Forces are in eV/Å.

These are the Löwdin partial charges, in e, on atoms 1 to 6:
1. Ti 0.90
2. C -0.21
3. C -0.33
4. C -0.21
5. C -0.21
6. C -0.29